1.
Density functional theory data (ωB97M-V with the def2-TZVPD basis set) for a structure of composition C60H57O5P2RuSSi2 in a non-equilibrium geometry.

Calculated values
Gap between HOMO and LUMO (alpha / beta) ... 6.5 / 6.1 eV
Multiplicity ... 2
Expectation value of S² ... 0.955
LUMO (alpha / beta) ... -0.5 / -0.8 eV
Highest occupied orbital energy (alpha / beta) ... -6.926 / -6.901 eV

```
128
Properties=species:S:1:pos:R:3:forces:R:3
H -0.3281 -4.3559 1.3492 0.049 0.034 0.215
C 0.8785 2.1431 -4.8491 0.033 -0.017 -0.009
H 2.9659 2.4698 4.8726 0.086 -0.002 0.003
H 4.3404 4.7905 2.1642 -0.007 -0.014 0.096
P -0.0283 -0.2896 2.1929 0.493 -0.795 -1.009
H -7.3845 -5.0981 -1.3540 0.051 0.039 -0.071
C 1.7941 -2.4350 2.4046 0.100 0.037 0.130
H 1.0886 -2.8283 6.2744 -0.032 -0.005 0.153
H 2.9796 -2.5421 -5.3075 0.009 0.024 -0.053
C -1.2288 5.2716 1.2349 -0.054 0.116 0.097
H -6.1561 -5.2454 -2.6392 -0.038 0.033 0.052
C -6.6821 -4.5472 -1.9784 -0.141 -0.088 -0.172
C -1.7620 -5.7486 0.6247 -0.098 -0.074 0.097
C -1.4439 -0.4793 -4.5919 0.022 -0.024 0.149
C 0.8183 -1.5791 3.1431 -0.083 -0.005 -0.115
Ru 0.3859 -0.2883 -0.2242 2.885 0.590 2.046
H 5.3981 5.7097 0.1325 0.106 0.041 0.058
H -5.4152 -3.2517 -3.7216 -0.038 -0.023 0.021
H 1.1758 3.8064 5.9270 0.036 0.091 0.037
H 3.2470 -4.0379 2.7945 0.067 -0.073 0.000
H -1.1691 3.4848 5.2348 -0.067 0.053 0.035
H -3.9811 -2.7616 0.2940 0.044 -0.099 0.136
H 2.6659 3.5346 -2.2926 0.012 -0.005 -0.047
C 0.2832 1.1174 3.3112 0.235 0.328 -0.267
H -3.6709 -1.8525 -4.5226 0.061 0.051 -0.075
H 2.6689 -4.4619 -0.7816 0.109 -0.207 0.187
C 0.9309 3.0703 5.1760 -0.054 0.019 -0.051
C -2.3351 -5.5584 -1.6932 -0.072 -0.074 -0.081
C 0.6365 -1.7193 4.4966 -0.098 0.197 -0.385
C -0.2226 4.5513 0.6183 0.014 -0.065 -0.091
C -1.5829 2.5858 0.7264 0.335 -0.189 -0.308
H -0.0163 -1.0307 5.0147 -0.060 0.061 0.091
C -1.8223 -0.5021 2.4325 -0.090 -0.006 -0.263
C -4.0292 0.1190 1.6657 0.048 0.253 -0.198
C -3.8993 -2.5712 -0.7650 -0.483 -0.222 -0.084
C -2.6545 0.1848 1.5472 0.268 -0.342 0.170
C 2.3930 3.2993 -0.1727 0.438 -0.475 0.443
O -3.0454 1.2093 -0.8290 -0.807 -0.021 -0.962
Si 4.3557 -0.1927 0.0934 1.710 0.470 -0.129
Si 0.5028 -2.5604 -0.8971 -1.232 -0.197 -0.076
H 4.8877 0.2207 -2.3499 -0.058 -0.137 -0.256
C -3.7767 -1.3517 3.5437 -0.218 -0.029 -0.013
H -0.6517 3.6697 -2.2376 -0.027 0.119 -0.024
H -0.3765 -0.4955 -4.8032 0.000 0.057 0.016
H 4.9942 -2.5073 -0.7088 -0.075 -0.059 -0.182
C -2.4042 4.6483 1.6260 -0.001 -0.059 -0.106
C 4.0856 4.6719 -1.1957 0.104 0.141 0.034
C -3.6959 -2.0529 -3.4628 0.117 -0.055 0.002
H 6.0728 1.0254 1.4789 0.275 0.025 -0.026
C 1.8670 -2.6138 -3.4823 -0.228 0.131 0.157
C 1.9346 2.3114 4.5909 0.144 0.076 0.073
H 2.3877 0.7523 3.1836 0.168 -0.018 0.024
C 1.2772 -2.7206 5.2196 0.009 0.009 0.251
C -0.3736 3.1860 0.3735 -0.035 0.151 -0.004
C -2.7169 -1.5124 -2.6159 -0.060 0.009 0.308
H 2.5112 -1.7952 1.8655 -0.053 -0.011 -0.125
H 4.8693 -2.4907 1.0415 -0.100 -0.070 0.198
H -1.8804 -6.2259 1.5878 -0.028 -0.031 0.043
C 5.2029 -1.9167 0.1794 -0.387 0.596 -0.091
O 2.7886 -0.2230 0.0340 -2.746 -0.406 -0.208
H -0.5584 3.7222 -4.7085 -0.078 0.038 -0.058
C -4.8183 -3.1212 -1.6344 0.282 0.213 0.332
H 0.9034 2.1625 -5.9303 0.020 0.020 -0.047
P 0.9882 2.1410 -0.2687 -0.920 -0.063 -0.722
H 2.4155 3.2530 1.9702 0.020 0.007 0.078
H -1.7705 -1.9070 4.0439 -0.036 -0.018 0.087
H -7.2297 -3.8252 -2.5939 -0.002 -0.059 0.095
H -1.1008 6.3296 1.4091 0.049 0.094 0.033
C 2.2118 -3.5610 4.5808 0.292 -0.173 -0.202
H -5.6658 -0.6735 2.7936 -0.088 -0.015 -0.015
C 3.7921 -4.3941 -2.5996 0.181 -0.106 -0.081
C -2.5028 -6.1743 -0.4643 -0.023 -0.071 0.004
H -3.5164 2.8139 1.5858 -0.139 -0.016 0.035
C -0.3879 2.8822 4.7952 0.059 0.156 0.176
O -0.7890 -0.1747 -2.3644 0.417 -0.248 -0.538
C 4.5643 5.0293 0.0519 -0.041 0.023 -0.032
C -2.8153 -1.7899 -1.2099 -0.104 -0.194 0.221
C -0.7151 1.9112 3.8672 0.041 -0.294 -0.184
C -1.6309 -0.7101 -3.1038 0.161 0.008 -0.217
H 2.2360 0.5055 -2.2075 0.030 0.090 -0.038
C -4.5922 -0.6253 2.6892 0.087 -0.095 0.110
H -3.2080 -6.9850 -0.3520 -0.061 -0.063 -0.019
C 0.0515 3.0173 -4.1621 -0.172 0.055 -0.152
C 2.4987 -3.4163 3.2659 -0.085 -0.156 0.090
H -1.9400 -1.2052 -5.2234 -0.087 -0.057 -0.053
C -4.7088 -2.8549 -3.0084 -0.353 -0.159 -0.364
C 1.6229 1.2097 -2.7688 0.104 0.083 0.138
C 5.0928 0.7459 -1.4224 -0.327 -0.563 0.677
C 1.6564 1.2298 -4.1516 0.047 0.019 -0.043
H 4.4866 1.7332 1.7167 -0.095 0.155 0.000
H 4.5482 -5.0807 -2.2471 0.071 -0.041 0.017
H 1.2778 -2.9649 1.5849 0.040 -0.020 -0.045
C 2.9124 -2.9659 -4.3147 0.073 -0.018 -0.163
C -0.6827 -4.0700 -0.7454 0.590 0.489 0.234
C 2.8854 3.6548 1.0817 -0.094 -0.017 -0.083
H 4.7116 -4.1096 -4.5116 0.082 -0.039 -0.074
C 0.8123 2.1170 -2.0795 -0.001 0.098 -0.036
H 6.2818 -1.8105 0.2580 0.214 0.076 0.030
C 3.8829 -3.8497 -3.8711 -0.005 -0.027 0.013
O -1.9520 -1.4067 -0.3382 -0.434 -0.607 -0.432
C 2.7385 -4.0507 -1.7776 -0.379 0.091 0.072
C 5.0206 0.7945 1.6107 -0.366 -0.510 -0.532
O -5.7897 -3.9085 -1.0939 0.270 0.227 0.015
H -2.9134 -5.8897 -2.5456 -0.016 0.027 -0.046
H 4.9176 0.2355 2.5369 -0.041 -0.147 0.238
S -1.9309 0.9181 0.0638 0.014 0.692 1.391
H -4.6393 0.6181 0.9255 -0.055 0.014 -0.066
H 2.2898 0.5348 -4.6899 0.028 -0.011 0.035
C 3.0156 3.8063 -1.3095 -0.278 -0.074 -0.036
H -3.1860 5.2094 2.1157 -0.057 0.058 0.049
C -2.5884 3.3080 1.3406 -0.095 -0.022 0.039
H -4.2140 -1.9798 4.3060 -0.048 -0.040 0.055
H -1.7474 1.7591 3.5881 -0.060 -0.020 0.031
C 0.0031 3.0006 -2.7785 0.110 -0.133 0.083
H 4.6523 1.7358 -1.4880 -0.084 0.191 -0.005
H -1.3051 -4.0538 -2.8014 -0.002 -0.008 -0.130
H -1.8042 0.5190 -4.8368 -0.047 0.078 -0.015
H 1.1255 -1.8997 -3.8118 -0.038 0.136 -0.119
C -2.3998 -1.3026 3.4095 0.244 0.191 -0.128
C 1.7547 -3.1594 -2.2061 -0.145 0.570 0.511
C 1.6166 1.3476 3.6548 -0.212 -0.055 -0.114
H 0.6806 5.0552 0.3051 0.059 0.022 0.074
C -1.4285 -4.5225 -1.8343 0.348 0.044 -0.075
C -0.8761 -4.6975 0.4840 0.084 0.213 -0.017
H 6.1673 0.8631 -1.3298 0.288 0.006 0.016
H 4.5403 5.0646 -2.0926 0.088 0.035 -0.061
C 3.9609 4.5167 1.1902 0.059 0.112 0.116
H 2.7276 -4.3093 5.1663 0.059 -0.047 0.013
```
Positions in Å, forces in eV/Å.

2.
Density functional theory data (ωB97M-V with the def2-TZVPD basis set) for a structure of composition C60H58ClN6OP2S2Ti in a non-equilibrium geometry.

Calculated values
Gap between HOMO and LUMO ... 6.3 eV
Charge ... +1
LUMO ... -3.8 eV
Highest occupied orbital energy ... -10.092 eV

```
131
Properties=species:S:1:pos:R:3:forces:R:3
H 4.7317 6.3480 -2.3295 -0.007 0.031 -0.036
C -3.3347 -1.2936 -5.1901 -0.220 -0.053 -0.046
C 3.0532 5.1968 -1.6814 0.104 -0.103 0.035
C 6.2256 1.4119 1.4415 0.169 0.120 -0.027
S 2.8940 1.1571 -0.9505 0.699 0.648 0.043
C 5.9516 0.5310 2.4659 0.101 -0.145 0.267
H -4.6376 2.1905 1.6346 -0.026 -0.009 0.010
C 1.1394 4.3012 1.6209 -0.100 0.074 -0.059
C 3.2679 -5.3141 2.3131 -0.039 -0.015 -0.022
H -2.9168 -1.3771 -3.0911 -0.186 -0.040 -0.143
H -6.2511 -3.3499 2.0408 -0.010 -0.055 0.020
C -5.3578 -3.9449 2.2454 0.048 0.103 -0.046
H 0.6738 0.7983 6.9396 0.034 -0.014 0.044
H -3.6968 -5.8792 1.6708 0.005 -0.011 -0.064
C -1.0190 -5.2658 -1.4902 0.054 0.425 -0.023
C 1.0044 0.4609 5.9669 -0.006 0.005 0.029
C -3.4011 -4.8975 1.2965 0.022 0.020 0.027
N -3.3555 -2.0909 1.5083 -0.048 -0.036 0.019
H -3.7188 -3.5281 -2.4333 -0.040 -0.015 -0.001
C -1.6785 -4.1903 -2.0175 -0.471 -0.572 -0.266
C 1.6542 1.3351 5.1099 -0.023 0.073 -0.013
C 3.7852 0.0495 1.4874 0.064 0.374 -0.323
H 3.4813 -6.3579 2.4964 0.020 -0.032 0.005
C 1.8262 -0.3980 3.4329 -0.157 0.039 -0.088
H -1.4974 6.5884 -5.3990 -0.017 -0.005 -0.042
C 2.7305 -2.6113 1.8925 -0.165 0.152 -0.121
Cl -3.8521 -1.1631 -7.8321 -0.021 -0.012 -0.059
C 4.7400 -0.1270 2.4956 -0.224 0.052 -0.218
H 6.6767 0.3613 3.2497 0.019 0.011 0.050
H -5.6559 -4.9265 2.6178 -0.025 0.042 -0.005
C 5.2961 1.6353 0.4464 -0.066 -0.031 0.041
H -1.2671 -0.0181 -7.5384 0.032 0.015 -0.015
H -1.6562 5.3595 -1.3129 -0.094 -0.006 0.084
N -0.8826 -3.0550 -1.8785 -0.348 -0.588 -0.208
H 2.3986 -3.1538 -1.0122 0.001 0.122 0.191
H -3.6147 -2.9208 -0.3916 -0.096 -0.034 0.018
C -1.7073 6.0393 -3.3388 -0.061 0.019 0.025
C 0.2530 -4.8098 -1.0325 -0.225 0.168 0.023
C -0.8456 -0.1032 -5.4339 0.111 -0.047 0.078
H 1.8471 2.3531 5.4218 0.012 0.025 -0.002
H -2.7372 -3.9320 -3.8471 -0.059 0.012 0.008
C 0.1397 5.3805 -4.7181 -0.016 -0.020 -0.040
C -2.7906 1.1745 1.3004 -0.027 0.094 -0.135
C 0.7851 -0.8473 5.5664 -0.066 -0.011 0.043
H 0.9778 7.0111 3.6316 0.010 0.015 0.044
C 2.0593 0.9120 3.8540 -0.072 -0.026 -0.071
N -4.6050 -4.1178 0.9997 -0.132 -0.173 -0.162
H 0.1877 8.0277 1.5283 0.014 0.036 0.006
H -5.6711 1.2932 -0.4642 -0.004 0.008 -0.063
C 4.3017 -4.4236 2.0682 0.072 -0.050 -0.007
C 0.7078 4.7157 -3.6435 -0.043 0.018 0.098
H 0.5960 -0.3114 -3.1803 0.003 -0.089 0.310
C 0.4640 6.9822 1.5538 0.011 0.037 0.002
C -4.1415 -1.9702 2.7492 0.043 0.116 -0.124
C -1.0641 6.0518 -4.5667 0.003 0.046 -0.020
H 1.4379 -1.7050 -0.6968 0.194 0.128 0.012
P 0.7636 3.7239 -1.0107 -0.091 0.289 0.113
C 1.2470 5.0661 2.7688 0.046 -0.021 0.052
H -3.5325 -1.4583 3.4995 -0.045 -0.009 -0.004
H 0.6628 -3.1862 1.9833 -0.045 -0.042 0.064
C -1.1452 5.3672 -2.2648 0.066 -0.060 -0.053
H 5.5309 2.3542 -0.3209 0.066 -0.140 0.391
H -1.5769 -2.4168 2.5582 0.066 -0.030 -0.086
N -2.5668 -4.2426 2.3046 0.341 -0.180 0.073
H 1.5989 4.6218 3.6894 -0.015 -0.058 0.051
H 2.5762 1.6029 3.2001 -0.001 0.059 -0.010
C 0.3248 -3.4758 -1.3007 0.675 -0.314 0.240
H -0.6245 0.8413 -2.6350 0.103 -0.097 0.258
H 1.0300 -5.4157 -0.5994 0.149 0.035 -0.031
Ti -1.1144 -1.2866 -1.3138 0.828 1.073 0.204
C 1.1843 -1.2722 4.3087 0.026 0.056 -0.053
C 4.0771 0.9639 0.4372 -0.268 -0.469 0.668
N -2.6509 -0.1271 -0.7164 -0.645 0.240 0.305
C -2.9485 -4.2047 -2.8111 0.117 0.127 0.107
H 0.1356 0.3412 -5.5397 0.019 0.038 -0.008
H 1.3770 3.2434 1.6334 0.061 -0.074 0.093
C -1.2957 -0.4652 -4.1657 -0.367 -0.203 -0.061
C 0.7231 4.8766 0.4207 -0.182 -0.144 -0.057
O 3.4213 0.2794 -2.0260 -0.166 -0.576 -0.219
C -4.0803 1.5282 0.9857 0.231 -0.073 -0.076
C -4.1935 -2.8044 0.5335 0.124 0.102 0.070
H 2.4049 6.0587 -1.5918 -0.007 0.011 0.007
C 3.4186 2.8292 -1.4688 -0.651 0.272 0.038
C 4.0408 -3.0762 1.8623 -0.028 -0.087 -0.028
C -2.1821 -2.9305 1.8055 -0.115 -0.114 -0.186
H -5.0269 -1.3657 2.5336 0.010 0.007 0.059
C -0.4685 -0.2071 -2.9414 0.132 0.393 -0.039
H 0.2997 -1.5458 6.2351 -0.013 -0.011 0.019
H 7.1655 1.9458 1.4233 0.034 0.028 -0.026
H -5.0844 -2.2008 0.3354 0.041 -0.016 -0.068
H 0.0585 6.6951 -0.5237 0.017 0.010 -0.031
H -1.3801 -6.2795 -1.4493 -0.095 -0.036 -0.084
H -1.5811 -3.0630 0.8814 -0.183 -0.012 0.361
P 2.1886 -0.8700 1.6887 1.091 0.055 0.133
H 6.1503 4.3660 -2.7395 0.027 0.001 -0.031
C 0.9055 6.4100 2.7362 -0.029 0.055 0.018
C -2.8718 -0.8989 -6.4352 0.117 -0.018 0.223
H -2.2823 1.5482 2.1783 -0.023 -0.066 0.043
H -3.3571 -5.2127 -2.8077 -0.051 0.005 0.052
C -3.9114 0.2371 -1.0173 -0.510 0.071 -0.228
H -2.6483 6.5591 -3.2125 -0.009 -0.005 -0.010
H 1.1365 -5.5529 2.4641 -0.031 -0.040 -0.034
H -2.7510 -3.5525 4.2735 -0.016 -0.072 0.012
C 1.5273 -2.5899 -1.3372 -0.186 0.123 -0.186
H 5.3225 -4.7806 2.0453 0.033 0.007 -0.005
H -2.8184 -5.0113 0.3796 -0.045 -0.053 0.078
C 5.1552 4.2484 -2.3337 0.103 -0.201 -0.048
H 4.8593 -2.3989 1.6649 0.011 -0.045 0.019
C 1.6894 -3.5286 2.0573 0.113 0.036 -0.070
H -4.3222 -0.1200 -1.9541 0.090 -0.043 0.031
C -2.5543 -1.0579 -4.0711 0.397 0.104 0.045
C -2.1034 0.3079 0.4446 -0.322 0.024 -0.225
C 0.3829 6.2250 0.3937 0.065 -0.054 0.078
H 1.7131 -2.2536 -2.3586 0.084 0.019 0.023
H 1.6528 4.2031 -3.7709 -0.009 0.001 -0.053
C -1.6228 -0.3083 -6.5603 -0.079 -0.011 -0.043
C 4.3521 5.3575 -2.1192 -0.069 0.236 0.019
H 5.2850 2.1082 -2.2245 -0.013 0.013 -0.059
H -3.6580 -5.0428 3.8979 0.030 0.026 0.050
C 2.5523 3.9282 -1.3796 0.314 -0.500 0.062
C -3.3606 -4.0622 3.5232 0.016 0.028 -0.117
H 0.6431 5.3777 -5.6753 0.011 0.004 -0.030
C -4.6582 1.0375 -0.1930 0.057 -0.074 -0.038
C 0.0842 4.7228 -2.3946 -0.010 -0.229 -0.041
H -4.2947 -1.7857 -5.1147 -0.031 0.021 0.050
C 1.9551 -4.8661 2.2959 -0.055 -0.032 -0.003
S -0.5058 -0.2731 0.7753 0.225 -0.130 -0.689
H 1.0078 -2.2981 4.0221 -0.011 -0.051 0.017
C 4.6880 2.9871 -2.0187 -0.154 -0.060 -0.521
N -4.5580 -3.2657 3.2639 -0.154 0.025 0.302
H 4.5072 -0.7919 3.3169 0.039 0.021 0.044
```
Positions in Å, forces in eV/Å.